Entry 1:
Computed, not measured: a gas-phase ion, CH4NO2 (charge +1) at a distorted geometry, with ωB97M-V with the def2-TZVPD basis set.

Each line ends with the Löwdin charge.
Element x y z (Å)
C: -0.654 -0.398 -1.084  0.02
N: -0.207 0.228 0.039  0.11
O: 0.842 0.941 1.962  0.08
O: 0.794 0.124 0.663  0.13
H: -1.651 0.033 -1.328  0.13
H: -0.730 -1.496 -0.872  0.17
H: -0.078 -0.280 -1.994  0.14
H: 1.685 0.848 2.614  0.22

Output
HOMO energy = -17.263 eV
Orbital gap = 0.3510 hartree
Calculated total energy = -245.1878 hartree
Largest force on an atom = 5.73 eV/A
Net charge = +1
Energy relative to the best compared isomer or geometry (same formula, charge and spin) = 771.42 kJ/mol

---

Entry 2:
Computed, not measured: C2HFO2 in the gas phase at a distorted geometry, with ωB97M-V with the def2-TZVPD basis set.

Each line ends with the Löwdin charge.
Element x y z (Å)
C: 2.658 -0.177 -0.154  -0.26
C: 0.374 0.549 0.697  -0.14
O: 3.785 -0.066 0.016  0.28
O: 1.500 -0.276 0.063  0.11
F: 0.231 1.587 -0.129  -0.06
H: -0.517 -0.165 0.412  0.08

Output
HOMO energy (spin up / spin down) = -8.072 / -8.071 eV
Orbital gap (spin up / spin down) = 0.2818 / 0.2818 hartree
Calculated total energy = -326.9988 hartree
Largest force on an atom = 3.77 eV/A
Energy relative to the best compared isomer or geometry (same formula, charge and spin) = 383.34 kJ/mol

---

Entry 3:
Computed, not measured: C4H3I in the gas phase at a distorted geometry, with ωB97M-V with the def2-TZVPD basis set.

Each line ends with the Löwdin charge.
Element x y z (Å)
C: 0.832 0.072 -0.456  0.01
C: -0.069 1.008 -0.691  0.07
C: -0.423 -0.176 0.269  -0.34
C: -1.243 -0.589 1.177  -0.68
I: -3.170 0.119 1.660  0.71
H: 1.783 -0.363 -0.464  0.08
H: -0.444 1.850 -1.258  0.10
H: -0.879 -1.463 1.777  0.05

Output
HOMO energy = -8.335 eV
Orbital gap = 0.3299 hartree
Calculated total energy = -451.7684 hartree
Largest force on an atom = 5.38 eV/A
Energy relative to the best compared isomer or geometry (same formula, charge and spin) = 121.03 kJ/mol

---

Entry 4:
Computed, not measured: 8 unconnected molecules or ions with the total composition C18H34Br4N2O4 at a distorted geometry, with ωB97M-V with the def2-TZVPD basis set.

Each line ends with the Löwdin charge.
Element x y z (Å)
Br: 4.199 2.351 0.947  0.64
C: 2.476 2.150 1.825  -0.73
C: 2.665 1.325 3.052  -0.67
Br: 0.861 0.800 3.660  0.67
H: 1.802 1.617 1.158  0.02
H: 2.102 3.156 2.031  0.07
H: 3.221 1.879 3.824  0.07
H: 3.157 0.378 2.827  0.05
Br: -2.210 -1.067 4.698  0.65
C: -1.381 -2.504 3.681  -0.71
C: -2.471 -3.094 2.800  -0.72
Br: -1.599 -4.404 1.654  0.63
H: -0.904 -3.282 4.293  0.07
H: -0.611 -2.043 3.067  0.02
H: -2.917 -2.276 2.223  0.02
H: -3.278 -3.559 3.376  0.06
C: -2.260 2.674 4.215  -0.18
O: -1.696 3.200 2.994  -0.16
H: -2.978 1.882 3.978  0.04
H: -1.469 2.266 4.845  0.03
H: -2.738 3.476 4.791  0.08
H: -2.281 3.928 2.756  0.07
C: 1.241 -4.046 -2.078  -0.15
O: 2.630 -3.909 -1.777  -0.13
H: 0.697 -4.245 -1.157  0.06
H: 0.837 -3.173 -2.554  0.05
H: 1.143 -4.886 -2.765  0.08
H: 2.830 -3.072 -1.365  0.06
C: -4.491 0.478 1.369  -0.15
O: -4.864 -0.631 2.178  -0.15
H: -3.797 1.167 1.886  0.06
H: -3.978 0.094 0.480  0.07
H: -5.361 1.070 1.089  0.08
H: -5.214 -0.411 3.058  0.08
C: -3.380 1.176 -3.214  -0.18
O: -4.692 1.413 -3.664  -0.12
H: -3.318 1.843 -2.352  0.08
H: -3.163 0.163 -2.875  0.07
H: -2.590 1.486 -3.921  0.08
H: -4.963 0.992 -4.483  0.08
N: 5.118 1.804 -2.835  0.06
C: 4.025 1.320 -3.346  -0.19
C: 3.843 -0.009 -3.573  -0.08
C: 4.902 -0.850 -3.319  -0.09
C: 6.057 -0.364 -2.777  -0.07
C: 6.134 1.004 -2.570  -0.16
H: 3.241 1.994 -3.668  0.10
H: 2.964 -0.350 -4.082  0.10
H: 4.789 -1.878 -3.621  0.11
H: 6.933 -0.986 -2.660  0.10
H: 6.945 1.424 -1.976  0.11
N: -0.319 -0.641 -2.291  0.06
C: 0.127 0.586 -2.315  -0.17
C: -0.158 1.396 -1.290  -0.09
C: -0.824 0.939 -0.160  -0.05
C: -1.169 -0.392 -0.190  -0.07
C: -0.908 -1.174 -1.278  -0.17
H: 0.612 0.900 -3.237  0.11
H: 0.057 2.446 -1.401  0.11
H: -0.834 1.541 0.728  0.09
H: -1.602 -0.869 0.674  0.09
H: -1.194 -2.201 -1.362  0.10

Output
HOMO energy = -9.448 eV
Orbital gap = 0.3619 hartree
Calculated total energy = -11412.6821 hartree
Largest force on an atom = 3.80 eV/A

---

Entry 5:
Computed, not measured: a molecular structure, C39H34GeIrN5O2S2, with ωB97M-V with the def2-TZVPD basis set.

Each line ends with the Löwdin charge.
Element x y z (Å)
Ir: 0.341 -0.975 -0.451  1.41
C: -3.739 0.505 -2.373  -0.03
C: -3.573 -0.379 -1.195  -0.50
N: -2.472 -0.604 -0.536  -0.03
C: -3.338 -1.741 1.343  -0.14
C: -4.610 -1.551 0.961  -0.29
S: -4.983 -1.297 -0.734  1.15
C: -2.894 -1.431 2.708  -0.20
C: -3.563 -0.704 3.625  -0.28
S: -2.574 -0.240 4.934  1.22
C: -1.251 -1.054 4.266  -0.50
N: -1.567 -1.658 3.115  -0.01
C: 0.103 -1.048 4.875  -0.02
H: -2.806 0.981 -2.649  0.06
H: -4.527 1.240 -2.223  0.09
H: -4.030 -0.147 -3.204  0.12
H: -5.452 -1.414 1.626  0.10
H: -4.573 -0.337 3.553  0.10
H: 0.050 -1.099 5.961  0.10
H: 0.604 -0.116 4.601  0.11
H: 0.710 -1.871 4.508  0.09
N: 10.533 -2.641 -2.588  0.19
C: 9.411 -2.710 -2.355  -0.16
C: 8.005 -2.791 -2.064  -0.21
C: 7.542 -3.720 -1.136  0.00
C: 6.191 -3.789 -0.845  0.01
C: 5.318 -2.934 -1.499  -0.19
C: 5.763 -2.014 -2.435  0.01
C: 7.116 -1.937 -2.712  0.00
N: 3.917 -3.004 -1.203  0.00
C: 3.153 -4.148 -1.128  0.00
C: 1.892 -3.742 -0.842  -0.09
N: 1.876 -2.367 -0.737  -0.10
C: 3.115 -1.958 -0.966  -0.10
H: 8.242 -4.377 -0.638  0.13
H: 5.824 -4.491 -0.108  0.12
H: 5.059 -1.380 -2.958  0.12
H: 7.486 -1.229 -3.440  0.13
H: 3.567 -5.122 -1.319  0.14
H: 1.004 -4.340 -0.744  0.10
H: 3.440 -0.931 -0.963  0.14
O: 0.223 -0.378 -2.846  -0.01
C: 0.848 0.621 -2.454  -0.68
O: 1.504 0.564 -1.342  -0.18
C: 0.720 1.977 -3.086  -0.13
C: -0.618 2.610 -2.642  -0.22
Ge: -1.296 2.280 -0.814  1.05
C: -0.224 3.158 0.547  -0.29
C: -0.874 3.835 1.581  -0.10
C: -0.144 4.482 2.570  -0.07
C: 1.243 4.458 2.537  -0.07
C: 1.899 3.792 1.511  -0.06
C: 1.173 3.144 0.523  -0.10
C: -1.349 0.295 -0.303  -0.38
C: -0.461 0.106 0.799  -0.17
C: -0.803 -2.790 2.666  -0.05
C: -0.585 -3.139 1.411  -0.07
C: -0.993 -2.465 0.152  -0.30
C: -2.422 -1.922 0.160  -0.24
C: -3.148 2.830 -0.599  -0.31
C: -3.751 3.749 -1.455  -0.09
C: -5.090 4.085 -1.304  -0.06
C: -5.844 3.502 -0.295  -0.06
C: -5.253 2.593 0.573  -0.07
C: -3.913 2.262 0.421  -0.14
H: 0.735 1.887 -4.171  0.13
H: 1.558 2.593 -2.771  0.12
H: -1.398 2.344 -3.355  0.07
H: -0.523 3.698 -2.689  0.09
H: -1.956 3.890 1.606  0.09
H: -0.659 5.022 3.354  0.11
H: 1.811 4.972 3.301  0.11
H: 2.981 3.786 1.475  0.11
H: 1.699 2.618 -0.263  0.09
H: -0.059 0.879 1.452  0.07
H: -0.459 -3.405 3.483  0.14
H: -0.027 -4.061 1.306  0.12
H: -0.957 -3.213 -0.641  0.10
H: -2.986 -2.581 -0.503  0.13
H: -3.180 4.211 -2.253  0.11
H: -5.546 4.803 -1.973  0.12
H: -6.888 3.763 -0.179  0.12
H: -5.838 2.154 1.372  0.11
H: -3.458 1.556 1.112  0.10

Output
HOMO energy (spin up / spin down) = -13.460 / -13.465 eV
Orbital gap (spin up / spin down) = 0.2674 / 0.2676 hartree
Calculated total energy = -4907.8313 hartree
Largest force on an atom = 0.77 eV/A
Net charge = +2
Energy relative to the best compared isomer or geometry (same formula, charge and spin) = 571.68 kJ/mol